Record 1
{
  "formula": "C5H11N2OS",
  "method": "wB97M-V/def2-TZVPD",
  "species": ["C", "C", "C", "C", "C", "N", "N", "O", "S", "H", "H", "H", "H", "H", "H", "H", "H", "H", "H", "H"],
  "positions_angstrom": [[-0.06, 2.20, -1.79], [-1.25, -1.80, 0.29], [-0.07, -2.29, -0.61], [0.49, -0.33, 0.92], [1.14, 0.79, 1.76], [-0.45, 1.59, -0.79], [-0.75, -0.65, 1.09], [1.25, 2.29, -2.12], [1.33, -1.31, -0.12], [-0.80, 2.67, -2.44], [-2.12, -1.55, -0.27], [-1.55, -2.60, 0.95], [0.08, -3.36, -0.63], [-0.26, -2.16, -1.81], [2.05, 1.09, 1.22], [1.32, 0.33, 2.74], [0.44, 1.57, 1.82], [-1.46, 1.74, -0.52], [1.89, 1.87, -1.40], [-1.22, -0.10, 1.70]],
  "lumo_energy_ev": -3.599,
  "total_charge": 1,
  "orbital_gap_ev": 10.23,
  "homo_energy_ev": -13.832
}

***

Record 2
{
  "formula": "C13H19BNO11",
  "method": "wB97M-V/def2-TZVPD",
  "species": ["C", "C", "O", "C", "O", "C", "C", "C", "N", "C", "C", "O", "C", "H", "H", "H", "H", "H", "H", "H", "H", "H", "H", "H", "H", "H", "H", "H", "H", "H", "H", "H", "B", "O", "C", "O", "C", "O", "O", "O", "C", "O", "C", "O", "O"],
  "positions_angstrom": [[4.75, -0.11, 3.24], [4.22, 1.24, 2.77], [4.30, 1.42, 1.35], [3.13, 1.15, 0.69], [2.64, 1.94, 0.01], [2.54, -0.23, 0.91], [1.46, -0.59, -0.09], [1.12, -2.09, 0.09], [0.75, -2.31, 1.50], [-0.68, -2.25, 1.77], [-1.08, -0.82, 2.18], [-1.84, -0.18, 1.20], [-1.94, 1.19, 1.45], [3.92, -0.76, 3.44], [5.38, -0.04, 4.12], [5.29, -0.58, 2.42], [3.22, 1.45, 3.12], [4.84, 2.01, 3.21], [2.19, -0.26, 1.93], [3.35, -0.95, 0.81], [1.78, -0.41, -1.11], [0.58, 0.02, 0.06], [0.35, -2.41, -0.60], [2.06, -2.61, -0.08], [1.19, -3.14, 1.87], [-0.99, -2.93, 2.56], [-1.25, -2.50, 0.87], [-1.69, -0.88, 3.10], [-0.18, -0.26, 2.43], [-2.42, 1.66, 0.60], [-0.97, 1.66, 1.60], [-2.55, 1.34, 2.35], [-3.34, 0.86, -3.83], [-4.21, 0.34, -2.75], [-3.48, -0.43, -1.96], [-3.88, -1.02, -0.99], [-2.06, -0.45, -2.48], [-1.15, -1.06, -1.98], [-2.00, 0.30, -3.57], [-3.84, 0.47, -5.16], [-4.09, 1.57, -5.87], [-4.50, 1.59, -6.99], [-3.74, 2.77, -5.01], [-3.85, 3.92, -5.34], [-3.31, 2.34, -3.83]],
  "lumo_energy_ev": 2.413,
  "total_charge": -1,
  "orbital_gap_ev": 9.02,
  "homo_energy_ev": -6.605
}

***

Record 3
{
  "formula": "C4H4O6Sr",
  "method": "wB97M-V/def2-TZVPD",
  "species": ["O", "C", "O", "O", "Sr", "O", "C", "C", "O", "O", "C", "H", "H", "H", "H"],
  "positions_angstrom": [[1.23, -0.51, 2.22], [1.06, -1.46, 1.37], [0.04, -1.71, 0.72], [2.21, -1.83, 0.87], [-1.43, -0.90, -0.73], [-0.13, 2.70, -1.69], [-0.64, 1.69, -1.26], [0.90, 0.88, 1.99], [-1.64, 1.04, -1.70], [0.08, 0.87, -0.38], [1.23, 1.34, 0.58], [1.51, 1.43, 2.72], [-0.15, 1.01, 2.26], [2.28, 1.20, 0.29], [1.15, 2.43, 0.55]],
  "multiplicity": 2,
  "lumo_energy_ev": [-4.445, -7.662],
  "total_charge": 1,
  "orbital_gap_ev": [9.04, 5.82],
  "homo_energy_ev": [-13.482, -13.481]
}

***

Record 4
{
  "formula": "C3H9N3O",
  "method": "wB97M-V/def2-TZVPD",
  "species": ["C", "C", "C", "N", "N", "N", "O", "H", "H", "H", "H", "H", "H", "H", "H", "H"],
  "positions_angstrom": [[-1.61, 1.32, 0.53], [-1.33, -1.16, -0.17], [-0.67, 0.22, 0.10], [0.15, 0.49, -0.91], [3.05, -0.09, -0.66], [2.13, 0.29, 0.14], [1.89, -0.37, 1.14], [-1.13, 2.23, 0.83], [-2.37, 1.67, -0.19], [-2.35, 0.87, 1.27], [-1.75, -1.59, 0.70], [-0.52, -1.79, -0.42], [-1.97, -1.28, -1.11], [0.02, -0.13, 0.87], [2.94, 0.26, -1.60], [3.53, -0.93, -0.53]],
  "lumo_energy_ev": [-0.317, -0.103],
  "orbital_gap_ev": [8.26, 8.02],
  "homo_energy_ev": [-8.575, -8.127]
}

***

Record 5
{
  "formula": "C3H5N3O",
  "method": "wB97M-V/def2-TZVPD",
  "species": ["N", "C", "C", "N", "C", "O", "N", "H", "H", "H", "H", "H"],
  "positions_angstrom": [[-1.52, 0.74, 0.82], [-0.35, 0.06, 0.44], [-0.23, -0.93, -0.62], [1.08, -0.75, -1.15], [1.83, 0.16, -0.46], [-0.25, -1.34, 0.74], [0.95, 0.69, 0.43], [-1.41, 1.27, 1.68], [-1.83, 1.38, 0.10], [-1.03, -1.26, -1.28], [1.49, -1.33, -1.85], [1.28, 1.32, 1.14]],
  "lumo_energy_ev": 0.841,
  "orbital_gap_ev": 9.53,
  "homo_energy_ev": -8.687
}

***

Record 6
{
  "formula": "C9H17N3O5",
  "method": "wB97M-V/def2-TZVPD",
  "species": ["C", "C", "O", "C", "N", "C", "O", "N", "C", "C", "C", "C", "N", "O", "C", "O", "O", "H", "H", "H", "H", "H", "H", "H", "H", "H", "H", "H", "H", "H", "H", "H", "H", "H"],
  "positions_angstrom": [[-1.03, 2.89, 2.43], [-1.69, 1.81, 1.63], [-3.07, 2.19, 1.64], [-1.36, 1.91, 0.07], [-2.25, 0.75, -0.48], [0.18, 1.77, -0.01], [0.84, 2.77, 0.35], [0.81, 0.57, -0.28], [0.49, -0.78, 0.14], [1.01, -1.89, -0.76], [0.86, -1.56, -2.27], [1.42, -2.65, -3.18], [2.77, -2.80, -2.99], [0.78, -3.48, -3.78], [0.68, -1.09, 1.66], [0.79, -0.23, 2.53], [0.74, -2.36, 1.84], [0.07, 2.78, 2.18], [-1.50, 3.91, 2.27], [-1.14, 2.68, 3.46], [-1.44, 0.77, 1.99], [-3.24, 2.03, 2.60], [-1.64, 2.93, -0.19], [-3.14, 0.72, 0.09], [-2.57, 1.14, -1.32], [1.84, 0.76, -0.40], [-0.59, -0.66, 0.12], [0.55, -2.86, -0.42], [2.12, -1.96, -0.61], [-0.21, -1.56, -2.45], [1.39, -0.63, -2.37], [3.22, -1.91, -2.68], [3.39, -3.38, -3.59], [0.91, -2.60, 2.79]],
  "lumo_energy_ev": 0.358,
  "orbital_gap_ev": 10.12,
  "smiles": "C[C@@H](O)[C@H](N)C(=O)N[C@@H](CCC(N)=O)C(=O)O",
  "homo_energy_ev": -9.764
}

***

Record 7
{
  "formula": "C16H20NO5S5Sb2SeSn",
  "method": "wB97M-V/def2-TZVPD",
  "species": ["Sn", "S", "C", "S", "C", "C", "S", "S", "S", "C", "Sb", "C", "C", "C", "C", "C", "C", "C", "C", "C", "Sb", "C", "C", "H", "H", "H", "H", "H", "H", "H", "H", "H", "H", "H", "H", "H", "H", "H", "H", "H", "H", "H", "H", "O", "Se", "O", "O", "O", "O", "C", "N"],
  "positions_angstrom": [[1.20, -0.54, -2.46], [1.42, 5.26, -7.12], [1.36, 3.98, -6.08], [1.72, 2.36, -6.53], [1.44, 1.59, -4.98], [1.06, 2.42, -3.98], [0.73, 1.96, -2.34], [0.93, 4.11, -4.42], [1.70, -0.13, -4.87], [-4.00, -2.15, -1.09], [-1.86, -1.85, -1.04], [-1.98, 0.13, -0.23], [-2.25, -3.02, 1.89], [-2.07, -1.89, 2.60], [-3.22, -1.05, 2.94], [-3.10, 0.03, 3.71], [-1.80, 0.43, 4.25], [-0.70, -0.27, 3.96], [-0.73, -1.45, 3.08], [0.42, -2.02, 2.72], [2.30, 1.06, 1.07], [3.88, 0.66, 2.46], [2.95, 3.07, 0.65], [-4.46, -1.65, -0.24], [-4.25, -3.21, -1.06], [-4.41, -1.72, -2.01], [-2.74, 0.15, 0.55], [-2.24, 0.81, -1.04], [-1.02, 0.43, 0.19], [-1.44, -3.70, 1.68], [-3.24, -3.30, 1.54], [-4.19, -1.35, 2.55], [-3.97, 0.63, 3.95], [-1.74, 1.32, 4.87], [0.27, 0.04, 4.33], [0.48, -2.83, 2.00], [1.36, -1.65, 3.10], [3.66, 1.11, 3.43], [4.80, 1.08, 2.05], [4.00, -0.42, 2.56], [3.49, 3.48, 1.51], [2.10, 3.71, 0.41], [3.61, 3.03, -0.21], [2.40, -1.82, 0.41], [3.66, -1.33, -0.51], [3.47, -1.68, -2.11], [3.39, 0.40, -0.53], [5.12, -1.62, 0.12], [-3.21, -0.57, -4.81], [-2.52, -0.88, -3.91], [-1.78, -1.20, -3.03]],
  "lumo_energy_ev": 1.218,
  "total_charge": -1,
  "orbital_gap_ev": 6.14,
  "homo_energy_ev": -4.924
}

***

Record 8
{
  "formula": "HN3O4S",
  "method": "wB97M-V/def2-TZVPD",
  "species": ["N", "N", "N", "O", "O", "O", "O", "S", "H"],
  "positions_angstrom": [[-0.06, -3.05, -1.59], [-0.57, -2.10, -1.44], [-0.40, 1.87, 0.57], [-1.46, 2.47, 0.41], [0.53, 2.25, 1.17], [1.29, 0.44, -0.75], [0.02, -0.71, 0.97], [-0.07, 0.19, -0.38], [0.72, -1.36, 1.05]],
  "lumo_energy_ev": -0.191,
  "orbital_gap_ev": 10.08,
  "homo_energy_ev": -10.270
}

***

Number 1: molecular weight 147.2 g mol⁻¹, DFT total energy -779.7811 Ha. Number 2: molecular weight 376.1 g mol⁻¹, DFT total energy -1414.3072 Ha. Number 3: molecular weight 235.7 g mol⁻¹, DFT total energy -636.7175 Ha. Number 4: molecular weight 103.1 g mol⁻¹, DFT total energy -358.9637 Ha. Number 5: molecular weight 99.1 g mol⁻¹, DFT total energy -356.7498 Ha. Number 6: molecular weight 247.3 g mol⁻¹, DFT total energy -893.5973 Ha. Number 7: molecular weight 907.9 g mol⁻¹, DFT total energy -6139.8173 Ha. Number 8: molecular weight 139.1 g mol⁻¹, DFT total energy -863.9093 Ha.